Entry 1:
ORCA calculation (ωB97M-V/def2-TZVPD) on C21H34N2O4 in the gas phase.

Structure (XYZ):
```
61
Properties=species:S:1:pos:R:3:mulliken_charge:R:1
C -4.6625 -1.2618 -0.9089 -0.56
C -4.7462 -2.7565 -0.6284 -0.71
C -3.3825 -3.4458 -0.5809 -0.55
C -2.5195 -3.0309 0.6149 -0.98
C -1.9480 -1.6233 0.5745 0.41
O -2.0597 -0.8496 1.5083 -0.68
N -1.2698 -1.3318 -0.5535 0.28
C -0.6043 -0.0624 -0.8526 -1.03
N -1.3280 1.0614 -0.3242 -0.04
C -2.1808 1.7789 -1.0981 0.52
O -2.3372 1.5433 -2.2794 -0.68
C -2.8700 2.9251 -0.3867 -0.86
C -4.2366 2.5069 0.1762 -0.61
C -4.1703 1.7619 1.5101 0.22
C -3.7731 2.6633 2.6741 -1.51
C 0.8216 -0.0599 -0.3493 -0.42
C 1.1108 -0.2962 0.9853 -0.47
C 2.4244 -0.2927 1.4066 -0.97
C 3.4819 -0.0463 0.5336 0.51
O 4.7054 -0.0803 1.1219 -0.41
C 5.9043 -0.0310 0.3687 -0.57
C 7.0558 -0.2763 1.3394 -0.30
C 8.3997 -0.2405 0.6252 -1.30
C 3.1879 0.2201 -0.8183 1.41
O 4.2285 0.4951 -1.6717 -0.44
C 3.9424 0.7962 -3.0149 -0.99
C 1.8625 0.1975 -1.2313 -0.68
H -5.6619 -0.8448 -1.0117 0.50
H -4.1149 -1.0641 -1.8281 0.30
H -4.1656 -0.7444 -0.0947 -0.20
H -5.2614 -2.9167 0.3213 0.31
H -5.3417 -3.2333 -1.4112 0.37
H -2.8571 -3.2584 -1.5205 0.33
H -3.5451 -4.5248 -0.5120 0.34
H -3.1029 -3.1152 1.5334 0.31
H -1.6677 -3.7131 0.6949 0.33
H -1.1964 -2.0419 -1.2626 0.30
H -0.6246 0.0555 -1.9440 0.70
H -1.3530 1.1425 0.6816 0.39
H -3.0248 3.7082 -1.1308 0.34
H -2.2324 3.3148 0.4060 0.40
H -4.7352 1.8820 -0.5679 0.30
H -4.8444 3.4049 0.3128 0.43
H -5.1602 1.3475 1.7159 0.41
H -3.4744 0.9247 1.4513 -0.19
H -2.7742 3.0716 2.5393 0.32
H -3.7797 2.0975 3.6024 0.39
H -4.4707 3.4933 2.7714 0.39
H 0.3185 -0.4896 1.6904 0.49
H 2.6738 -0.4813 2.4386 0.42
H 6.0169 0.9479 -0.1103 0.29
H 5.8980 -0.8017 -0.4103 0.35
H 6.9099 -1.2463 1.8173 0.31
H 7.0232 0.4866 2.1185 0.31
H 8.5577 0.7280 0.1562 0.33
H 9.2076 -0.4173 1.3304 0.38
H 8.4432 -1.0054 -0.1469 0.33
H 3.4706 -0.0482 -3.5280 0.35
H 3.3047 1.6813 -3.1044 0.36
H 4.9079 1.0006 -3.4757 0.27
H 1.6199 0.3951 -2.2633 0.44
```

As for the energy above the lowest of the compared OMol25 structures with the same formula, charge and spin: 154.7 kJ/mol. The calculation puts the total energy at -1231.09534 a.u. The value obtained for the orbital gap is 8.7 eV. As for the charge: 0.

Entry 2:
ORCA calculation (ωB97M-V/def2-TZVPD) on C21H34N4O4S in the gas phase.

Structure (XYZ):
```
64
Properties=species:S:1:pos:R:3:mulliken_charge:R:1
C 2.1119 0.6783 -4.7426 -1.34
C 2.6966 -0.5057 -3.9821 -0.13
C 3.3728 -0.0584 -2.6875 -0.49
C 4.0477 -1.1946 -1.9186 -0.97
C 3.0513 -2.1939 -1.3242 -0.51
C 2.1841 -1.5157 -0.2781 0.21
O 2.6378 -0.8310 0.6103 -0.66
N 0.8461 -1.7389 -0.4427 -0.17
C -0.1815 -1.2962 0.4011 -0.63
C 0.0305 -1.1568 1.7632 0.09
C -1.0135 -0.7865 2.5874 -0.52
S -0.7121 -0.5226 4.3233 1.45
O -1.9362 -0.7022 5.0506 -0.78
O 0.4316 -1.2946 4.7252 -0.68
N -0.3892 1.1310 4.2988 0.09
C -0.8319 1.8713 5.4653 -0.80
C 0.1827 1.7405 6.6035 -0.42
O 1.4639 2.1604 6.1878 -0.42
C 1.9240 1.3824 5.1011 -0.54
C 0.9652 1.4799 3.9107 -0.48
C -2.2837 -0.6011 2.0824 -1.76
C -2.5057 -0.7492 0.7257 -0.51
C -1.4620 -1.0553 -0.1500 1.68
N -1.6314 -1.2185 -1.5255 0.14
C -2.9472 -1.4896 -2.0681 -1.28
C -3.7266 -0.2275 -2.4518 -0.46
N -2.9322 0.5655 -3.3712 -0.13
C -3.6545 1.7226 -3.8512 -1.08
C -1.6769 0.9252 -2.7408 -0.93
C -0.8863 -0.3454 -2.4181 -0.11
H 1.3862 1.2049 -4.1263 0.17
H 1.6146 0.3454 -5.6507 0.38
H 2.8966 1.3790 -5.0183 0.42
H 3.4297 -1.0144 -4.6122 0.41
H 1.8967 -1.2157 -3.7638 0.11
H 4.1319 0.6872 -2.9346 0.46
H 2.6405 0.4274 -2.0381 0.18
H 4.6204 -0.7661 -1.0945 0.37
H 4.7388 -1.7229 -2.5784 0.45
H 2.4452 -2.6536 -2.1045 0.32
H 3.6087 -2.9839 -0.8153 0.30
H 0.5276 -2.2367 -1.2624 0.39
H 0.9969 -1.3659 2.1902 0.75
H -1.7970 1.4621 5.7612 0.43
H -0.9422 2.9214 5.1755 0.35
H -0.0884 2.3782 7.4468 0.37
H 0.2163 0.6894 6.9280 0.31
H 2.9071 1.7768 4.8393 0.39
H 2.0121 0.3296 5.4007 0.34
H 1.2802 0.8078 3.1139 0.17
H 0.9442 2.5071 3.5311 0.39
H -3.0822 -0.3457 2.7593 0.51
H -3.5032 -0.6040 0.3438 0.33
H -3.5135 -2.0938 -1.3590 0.59
H -2.7933 -2.0770 -2.9804 0.43
H -4.6534 -0.5179 -2.9524 0.49
H -3.9887 0.3549 -1.5500 0.34
H -3.0342 2.2545 -4.5710 0.34
H -3.9318 2.4178 -3.0433 0.37
H -4.5628 1.3906 -4.3517 0.33
H -1.1027 1.5410 -3.4366 0.49
H -1.8346 1.5034 -1.8105 0.28
H 0.0648 -0.0668 -1.9668 0.05
H -0.7063 -0.8871 -3.3526 0.15
```

As for the energy above the lowest of the compared OMol25 structures with the same formula, charge and spin: 79.6 kJ/mol. The calculation puts the total energy at -1738.77028 a.u. The value obtained for the orbital gap is 8.8 eV. As for the charge: 0.

Entry 3:
ORCA calculation (ωB97M-V/def2-TZVPD) on a molecular structure, C21H34N8ORu.

Structure (XYZ):
```
65
Properties=species:S:1:pos:R:3:mulliken_charge:R:1
Ru 0.1478 -0.3746 -0.4447 0.81
C -3.2970 1.5202 -0.3630 -0.77
N -2.8427 1.3499 0.9951 0.36
C -3.6531 0.6167 1.9367 -0.90
C -1.7960 2.2064 1.5348 -0.81
C -0.6909 2.6863 0.5996 -1.35
N 0.4247 1.7641 0.2309 0.68
C 1.1754 1.3545 1.4448 -0.99
C 1.3168 2.5566 -0.6778 -0.96
H -3.6988 2.5357 -0.4781 0.40
H -4.0716 0.7973 -0.5921 0.34
H -2.4597 1.4191 -1.0508 0.25
H -4.3125 1.3239 2.4631 0.39
H -3.0206 0.1469 2.6895 0.35
H -4.2772 -0.1084 1.4195 0.37
H -1.4223 1.7606 2.4560 0.58
H -2.3255 3.1234 1.8416 0.38
H -0.2330 3.5270 1.1303 0.38
H -1.1137 3.1054 -0.3117 0.63
H 1.2646 2.1472 2.1927 0.48
H 2.1580 0.9970 1.1629 0.16
H 0.6473 0.5342 1.9476 0.44
H 1.6941 3.4371 -0.1525 0.43
H 0.7515 2.8791 -1.5500 0.38
H 2.1520 1.9414 -0.9899 0.08
N -4.4247 -2.9473 -0.0552 -0.59
N -3.1838 -2.6516 0.4399 1.02
N -2.7588 -3.1419 1.5813 -0.82
C -1.6045 -2.5163 1.7422 -0.45
N -1.3705 -1.6742 0.7233 -0.07
N -2.4057 -1.7710 -0.1121 -0.01
H -4.7584 -3.8037 0.3750 0.33
H -4.4041 -3.0041 -1.0667 0.30
H -0.9508 -2.6777 2.5885 0.50
C 4.2137 -1.7163 -1.8122 -1.78
C 3.8190 -0.4127 -1.1826 0.44
O 2.6547 -0.2126 -0.7777 0.06
C 4.8508 0.6308 -1.0851 0.89
C 4.7055 1.6961 -0.1897 0.14
C 5.6771 2.6711 -0.0919 -0.96
C 6.8040 2.6106 -0.9028 -0.45
C 6.9629 1.5605 -1.7985 -0.85
C 6.0013 0.5705 -1.8791 -0.50
H 3.4415 -2.4694 -1.7119 0.13
H 5.1406 -2.0885 -1.3763 0.52
H 4.3936 -1.5686 -2.8803 0.40
H 3.8489 1.7380 0.4668 0.36
H 5.5713 3.4753 0.6240 0.42
H 7.5632 3.3769 -0.8292 0.42
H 7.8415 1.5097 -2.4268 0.44
H 6.1509 -0.2405 -2.5799 0.39
N 0.7849 -2.3947 -1.2387 -0.25
C 0.8126 -2.2971 -2.6986 0.31
C 0.2090 -1.1930 -3.2843 0.33
C 0.2123 -1.0282 -4.6609 -0.98
C 0.8263 -1.9885 -5.4509 -0.54
C 1.4212 -3.0992 -4.8668 -0.70
C 1.4177 -3.2604 -3.4866 -0.38
H 1.7124 -2.5913 -0.8726 0.23
H 0.1939 -3.1701 -0.9537 0.39
H -0.3213 -0.4607 -2.6611 0.38
H -0.2626 -0.1686 -5.1153 0.44
H 0.8349 -1.8750 -6.5277 0.45
H 1.8902 -3.8494 -5.4907 0.44
H 1.8807 -4.1326 -3.0372 0.51
```

The calculation puts the total energy at -1427.63655 a.u. The value obtained for the orbital gap (alpha / beta) is 8.4 / 4.6 eV. As for the charge: +3. The spin multiplicity is 6.

- Look up the charge of the second one.
  0